19
Properties=species:S:1:pos:R:3:forces:R:3 method="wB97M-V/def2-TZVPD" e_homo_ev=-8.6 energy_ev=-11301.574 orbital_gap_ha=0.345
C -1.5308 -0.8951 -1.0984 0.18 2.74 4.81
C -0.1234 -0.1265 -1.2413 -0.98 -4.48 0.27
C 0.8400 -1.0799 -0.7372 1.54 -0.57 0.07
C 0.2477 -0.0276 1.4745 -1.41 3.50 0.67
C -0.1498 1.0699 -1.9550 -0.27 1.67 0.89
H -1.6359 -1.0574 0.1348 0.23 -0.84 -3.59
H -1.6916 -1.6727 -1.8115 0.48 -0.91 0.01
H -2.3871 -0.2397 -1.1647 -0.11 0.60 -0.57
H 1.8783 -0.9081 -0.9284 0.64 0.57 -0.41
H 0.6244 -2.0268 -1.0719 -0.40 -2.67 -0.63
H 1.4477 -1.7246 1.2602 -3.41 2.43 -1.85
H -0.1010 0.8944 3.3309 0.85 -0.87 -2.19
H 0.0175 1.8909 1.1675 -1.59 -1.30 -0.56
H 0.4568 1.4601 -2.7099 1.21 0.48 -0.77
H -1.1800 1.2861 -2.0088 -0.99 1.01 -0.48
N 0.6235 -1.0798 0.7083 3.98 -3.15 3.46
N 0.4393 0.2215 2.7117 0.01 -1.62 1.03
N -0.4719 1.0583 0.7012 2.72 1.59 -0.01
N 0.3904 1.0075 -0.5288 -2.69 1.81 -0.13

33
Properties=species:S:1:pos:R:3:forces:R:3 method="wB97M-V/def2-TZVPD" charge=+1 e_homo_ev=-13.6 energy_ev=-86193.887 orbital_gap_ha=0.400
C 4.9239 -1.3845 -0.1957 0.26 0.33 -0.22
C 4.9495 0.1622 -0.1811 0.35 -0.44 0.57
C 3.9880 0.8288 0.8094 -0.03 0.27 -0.69
C 2.5617 1.0155 0.3067 -0.25 0.32 0.01
N 1.9194 -0.2750 -0.0874 -0.16 0.47 0.70
N 0.5311 -0.2165 0.1734 1.33 -1.00 0.17
C -0.3029 0.7249 -0.2024 0.37 0.09 0.01
N -1.5039 0.3997 0.2696 -0.23 1.13 -0.69
C -1.4283 -0.7877 0.9285 -0.98 -0.08 0.26
C -0.1484 -1.1845 0.8752 0.08 -0.58 0.24
Br 0.5133 -2.7629 1.6108 0.28 0.45 -0.27
H 5.7606 -1.7703 0.3858 -0.11 -0.08 0.07
H 4.0139 -1.8273 0.2098 0.00 0.02 -0.08
H 5.0577 -1.7414 -1.2159 -0.10 -0.16 0.05
H 5.9549 0.4528 0.1297 0.00 0.05 -0.09
H 4.8425 0.5703 -1.1868 -0.31 0.04 0.04
H 4.3746 1.8327 1.0001 -0.17 0.03 0.12
H 3.9519 0.3278 1.7816 0.16 -0.18 -0.11
H 1.9908 1.5000 1.1101 -0.11 -0.19 -0.01
H 2.4928 1.6857 -0.5532 0.33 -0.07 -0.05
H 2.2508 -0.9670 0.5828 0.02 -0.19 -0.25
H 0.0118 1.5801 -0.7725 -0.33 0.15 0.00
H -2.2981 1.0182 0.1093 -0.42 -0.48 0.32
H -2.2564 -1.2931 1.3915 -0.14 0.19 0.00
C -6.5413 -0.2701 -0.9334 0.05 -0.04 0.15
C -5.5449 0.8694 -0.8936 -0.11 -0.23 -0.18
O -4.4955 0.6003 0.0533 0.53 0.17 0.04
H -6.9771 -0.4298 0.0530 -0.04 0.07 -0.02
H -7.3425 -0.0616 -1.6418 0.02 -0.02 -0.02
H -6.0522 -1.2028 -1.2262 -0.03 0.02 -0.11
H -6.0281 1.7925 -0.5814 0.14 0.02 0.11
H -5.1007 1.0294 -1.8799 -0.07 0.08 -0.01
H -4.0690 -0.2157 -0.2293 -0.33 -0.17 -0.05

24
Properties=species:S:1:pos:R:3:forces:R:3 method="wB97M-V/def2-TZVPD" e_homo_ev=-8.3 energy_ev=-11607.093 orbital_gap_ha=0.338
C -3.0210 -2.6613 -2.7971 -0.16 -0.93 0.95
C -1.8242 -2.2005 -1.9394 -0.36 0.89 -1.91
H -2.9358 -2.4902 -3.8678 0.12 0.15 0.08
H -3.1855 -3.7269 -2.6239 0.22 -0.18 -0.41
H -3.9577 -2.2527 -2.4286 -0.07 0.48 -0.10
H -0.9333 -2.1595 -2.5672 0.33 -0.87 0.22
H -1.7023 -2.7792 -1.0334 0.13 0.25 0.15
H -1.9331 -1.1289 -1.8170 -0.26 0.16 0.98
C 1.2926 0.1256 -1.9910 0.81 0.21 0.30
C -0.2187 0.6847 -0.1236 0.27 -0.27 -0.12
C 1.1019 0.6109 -0.5777 -1.08 0.12 0.07
C -0.5621 0.7852 1.2085 -0.16 0.61 0.06
C 0.4565 1.0133 2.1296 -0.03 -0.04 -0.04
C 2.0899 0.7716 0.3711 0.50 0.09 -0.05
C 1.7763 0.9979 1.7054 -0.21 -0.32 0.12
O 0.2329 1.2927 3.4519 -0.66 -0.43 0.25
H -0.9837 0.6213 -0.8713 -0.46 -0.19 -0.13
H -1.6164 0.7653 1.4969 0.33 0.11 0.04
H 1.1007 -0.9391 -1.9326 0.04 -0.31 -0.44
H 2.3142 0.2792 -2.3425 0.01 -0.07 0.03
H 3.1320 0.7306 0.0696 -0.01 -0.09 0.08
H -0.6810 1.0520 3.7001 0.65 0.23 -0.29
H 2.5291 1.0367 2.4745 0.28 0.30 -0.01
H 0.6302 0.5659 -2.7312 -0.23 0.13 0.16

132
Properties=species:S:1:pos:R:3:forces:R:3 method="wB97M-V/def2-TZVPD" e_homo_ev=-8.6 energy_ev=-65064.713 orbital_gap_ha=0.335
C 7.8285 4.8555 -1.7650 0.64 0.40 0.82
O 8.4061 6.1506 -1.4824 -0.82 -0.49 -1.19
H 6.7952 4.9430 -2.1007 -0.24 -0.03 0.47
H 8.3536 4.3712 -2.5883 0.32 -0.30 0.24
H 7.9515 4.3662 -0.7987 -0.40 -0.70 -0.47
H 8.1099 6.5777 -2.2896 0.50 1.12 0.14
C 11.5467 -2.8857 -2.9985 0.73 0.08 -0.57
O 12.1153 -2.9284 -1.7052 -0.54 -0.65 0.68
H 10.6503 -2.2677 -3.0490 0.26 0.35 0.10
H 12.3934 -2.5280 -3.5843 -0.63 0.40 -0.79
H 11.2537 -3.8493 -3.4152 0.10 -0.28 0.27
H 12.1368 -3.8535 -1.4497 0.07 0.10 0.32
C -3.8183 5.9404 -3.2930 0.08 -0.26 -0.13
O -4.0481 7.2411 -3.7830 1.52 0.37 0.37
C -5.2955 7.8169 -3.4759 0.60 -1.56 -0.19
C -6.3567 7.0198 -4.2041 -1.66 0.07 -0.09
N -7.1037 6.0852 -3.3549 -0.86 1.67 0.26
C -8.1100 6.8018 -2.5046 0.06 -1.64 -1.91
C -8.8321 5.6438 -1.8243 -0.15 1.74 0.95
O -7.8477 5.0207 -1.0763 0.10 -2.74 1.80
C -8.3630 3.8401 -0.3538 0.45 0.71 -0.92
H -4.0038 5.7856 -2.2301 -0.43 0.46 0.32
H -2.7657 5.6780 -3.3990 0.02 0.30 -0.40
H -4.4045 5.1996 -3.8367 -0.12 -0.15 -0.12
H -5.2447 8.8823 -3.7003 0.03 -0.16 -0.22
H -5.4896 7.6767 -2.4126 -0.04 0.33 0.39
H -6.0927 6.3751 -5.0424 1.06 0.66 -0.18
H -7.0402 7.7683 -4.6050 -0.50 -0.26 -0.18
H -6.4659 5.6520 -2.7026 0.09 -0.26 0.02
H -8.8259 7.3337 -3.1311 -0.03 -0.18 -0.44
H -7.6648 7.6058 -1.9185 -0.01 -0.39 0.90
H -9.3375 4.9336 -2.4788 0.17 0.24 -0.55
H -9.5806 6.0870 -1.1675 -0.46 -0.11 0.35
H -8.7478 3.0548 -1.0044 -0.30 0.34 -0.69
H -9.1782 4.1382 0.3055 0.20 0.04 0.28
H -7.5581 3.2958 0.1402 0.18 0.78 0.38
C -1.3586 1.2906 -9.3298 0.93 -0.54 -0.39
O -0.7283 2.5525 -9.3433 -0.73 0.11 1.88
C 0.1652 2.7455 -10.3839 -1.04 1.45 -0.63
C -0.6341 3.2083 -11.6579 1.90 -1.35 -1.02
N -0.0502 4.3968 -12.3093 1.00 -1.90 -0.04
C -0.3827 5.6932 -11.8176 0.42 1.63 -1.22
C 0.3547 6.8176 -12.7363 -0.45 -1.68 0.59
O -0.2652 6.9859 -13.9821 2.23 -2.12 -0.15
C -1.3225 7.7961 -14.0832 -2.15 1.29 0.37
H -0.5759 0.5334 -9.2833 0.18 -0.36 -0.07
H -1.9160 1.0907 -10.2449 -0.32 0.14 -0.07
H -1.9778 1.0946 -8.4544 -0.07 0.76 -0.03
H 0.8046 1.8698 -10.4955 -0.16 -0.31 -0.55
H 0.8542 3.5645 -10.1774 -0.13 0.10 0.55
H -1.7190 3.1034 -11.6501 -0.34 0.82 1.02
H -0.4320 2.3220 -12.2593 0.24 0.36 -1.14
H -0.1401 4.3452 -13.3139 -0.11 0.07 0.04
H -0.0020 5.8702 -10.8118 -0.37 -0.27 0.21
H -1.4686 5.7118 -11.9098 -0.33 1.20 0.61
H 1.3346 6.3973 -12.9627 0.02 -0.19 0.01
H 0.5864 7.7723 -12.2640 -0.63 0.16 0.43
H -1.0309 8.8418 -13.9852 -0.03 0.41 -0.60
H -2.0709 7.6807 -13.2991 -0.17 -0.39 0.43
H -1.8428 7.5213 -15.0008 0.11 0.62 -0.22
C 3.9542 -4.0756 10.6003 0.08 1.73 -0.81
O 5.0521 -3.9817 9.6945 0.61 -0.65 -0.29
C 6.0669 -2.9770 9.8134 -0.56 0.91 0.09
C 7.3936 -3.5175 9.4125 -0.52 -1.94 -0.52
N 7.5424 -3.9334 7.9971 0.20 1.47 -0.28
C 7.6500 -2.7830 7.0715 0.43 -0.78 -0.63
C 7.7449 -3.2509 5.5680 0.32 1.31 2.33
O 6.5074 -3.8394 5.2485 0.45 -1.77 -0.62
C 6.6353 -5.2458 4.9143 -0.93 0.36 -1.03
H 4.2635 -4.2668 11.6279 -0.07 0.02 0.00
H 3.1760 -4.7589 10.2603 0.76 -0.72 -0.18
H 3.4164 -3.1367 10.4684 -0.09 0.45 0.88
H 6.2630 -2.5671 10.8042 -0.75 -0.29 0.57
H 5.9089 -2.0983 9.1882 -0.94 0.12 -0.19
H 7.3745 -4.4603 9.9592 0.94 -0.10 0.33
H 8.1500 -2.8246 9.7810 0.35 -0.25 -0.39
H 6.6656 -4.3478 7.7148 -0.21 -0.56 0.27
H 8.5034 -2.1671 7.3551 0.25 -0.08 -0.11
H 6.7774 -2.1309 7.1087 -0.26 0.15 0.03
H 8.6297 -3.8623 5.3910 -0.24 -0.48 0.11
H 7.9340 -2.3202 5.0331 -0.45 0.01 -0.56
H 5.7742 -5.5448 4.3166 -0.42 0.45 0.06
H 6.6184 -5.9732 5.7259 0.54 0.49 0.53
H 7.4443 -5.4308 4.2076 0.50 0.13 0.42
C -2.0676 -1.5207 6.3466 -0.63 0.84 -1.43
O -1.9801 -2.8888 6.5489 -1.07 0.35 -0.35
C -0.9300 -3.3395 7.3367 -0.27 -0.97 -0.02
C -1.0432 -4.8639 7.2577 -0.01 -0.36 0.73
N -2.1282 -5.5326 8.0382 0.73 0.42 -0.24
C -3.4596 -5.0874 7.8196 -2.24 0.35 -0.73
C -4.4488 -5.8694 8.7142 0.28 -0.12 -0.84
O -4.0408 -5.7515 10.0325 0.40 0.45 2.24
C -4.9340 -6.1739 11.0517 -0.95 -0.33 -0.22
H -1.1561 -1.0538 5.9735 0.55 -0.12 0.40
H -2.5138 -0.8975 7.1215 0.25 -0.33 0.71
H -2.7426 -1.3880 5.5010 -0.23 -0.11 -0.07
H -1.0634 -2.9974 8.3630 0.43 0.26 0.24
H -0.0206 -2.9979 6.8423 0.57 0.02 0.54
H -0.1216 -5.3649 7.5541 0.14 0.24 0.23
H -1.1093 -5.0575 6.1871 -0.55 -0.38 0.01
H -2.1132 -5.2972 9.0203 1.50 -0.30 0.47
H -3.7732 -5.1998 6.7817 0.00 -0.30 -0.17
H -3.6168 -4.0249 8.0054 0.09 0.31 0.25
H -4.3951 -6.9151 8.4113 -0.28 -0.31 -0.08
H -5.4684 -5.4904 8.6446 -0.17 0.07 -0.49
H -5.2507 -7.2129 10.9611 0.71 -0.52 -0.07
H -5.9241 -5.7185 11.0728 -0.11 0.93 -0.74
H -4.5996 -5.9758 12.0701 0.87 -0.10 -0.38
C 2.6587 -2.0126 -2.1202 1.36 1.52 -1.13
C 3.3573 -0.9335 -1.3124 -1.37 0.39 1.85
C 2.7777 0.4352 -1.6252 -0.45 0.85 -0.80
O 3.0357 -1.0443 0.0996 0.28 -0.05 -0.01
H 3.0183 -1.6896 -3.0972 -0.34 -0.37 -0.72
H 1.5935 -1.7815 -2.1125 -0.03 -0.90 0.28
H 3.0611 -3.0218 -2.0322 -0.64 -0.04 0.57
H 4.4392 -0.8966 -1.4396 0.10 -0.25 -0.13
H 1.6982 0.5566 -1.5351 -0.27 -0.87 0.53
H 2.8701 0.7214 -2.6728 0.76 0.04 -0.10
H 3.1485 1.2231 -0.9696 0.49 -0.16 -0.16
H 3.4786 -1.7912 0.5091 0.10 -0.16 -0.17
C -5.6255 -3.9233 0.6337 1.37 0.48 -1.52
C -4.9984 -5.0094 -0.2630 0.22 -0.21 1.87
C -4.7486 -6.2065 0.7098 0.60 0.19 -0.75
O -5.8850 -5.2150 -1.3262 -0.21 -0.72 -0.24
H -5.7639 -3.0989 -0.0658 -0.62 0.27 0.25
H -4.8807 -3.5574 1.3406 -0.44 -0.24 0.52
H -6.5659 -4.2983 1.0375 0.12 0.27 0.34
H -4.0680 -4.6698 -0.7181 0.08 0.01 0.17
H -5.6992 -6.5550 1.1136 0.06 -0.05 0.11
H -4.0945 -5.8515 1.5062 -0.36 0.29 0.32
H -4.1605 -7.0505 0.3495 -0.40 -0.11 -0.66
H -6.7405 -5.2496 -0.8920 -0.43 -0.16 -0.39

10
Properties=species:S:1:pos:R:3:forces:R:3 method="wB97M-V/def2-TZVPD" s_squared=2.0089 e_homo_ev="-5.2 / -8.4" spin_multiplicity=3 energy_ev=-35594.580 orbital_gap_ha="0.200 / 0.170"
C 0.2266 -0.6495 1.3114 0.92 -2.96 -4.79
N -0.5691 -0.6994 -1.3060 -0.14 -0.07 -1.54
O -0.1023 -0.0212 2.2684 -0.73 1.84 3.97
P 0.3424 0.2826 -0.3580 -3.09 -2.35 5.79
S 2.1622 0.3164 -1.1061 1.91 0.40 -1.95
S -0.5365 2.1491 -0.0392 0.66 -0.35 1.53
H 0.6883 -1.8453 1.2601 -0.79 3.19 0.10
H -1.5434 -1.1519 -1.2634 2.39 1.46 0.31
H -0.2250 -0.3184 -2.1746 -1.11 -0.98 -1.60
H -0.4432 1.9376 1.4074 -0.02 -0.18 -1.83

9
Properties=species:S:1:pos:R:3:forces:R:3 method="wB97M-V/def2-TZVPD" charge=+2 s_squared=8.7639 e_homo_ev="-17.6 / -22.1" spin_multiplicity=6 energy_ev=-12093.455 orbital_gap_ha="0.188 / 0.266"
H 1.0109 0.6831 0.7201 -1.06 -1.11 1.25
O -0.8525 1.2509 -1.2287 1.61 0.76 -0.54
C 0.1974 0.6902 -0.8526 -0.68 -2.49 -1.04
C 0.1285 -0.1029 0.4391 4.51 1.93 -1.78
C 0.8379 -1.4475 0.3330 1.55 -2.20 1.20
O -1.0641 -0.0838 1.0284 0.15 -0.28 1.30
O 1.0217 -2.2715 1.1456 -0.72 1.51 -1.18
Ir -2.3012 0.7517 -0.0181 -5.62 1.27 0.35
H 1.0215 0.5299 -1.5668 0.26 0.61 0.44